[1]
DFT (ωB97M-V/def2-TZVPD) results for a structure of composition C11H13N3O.

Geometry (Å):
C 0.607 2.816 1.886
C 0.452 1.478 2.329
C 0.316 3.122 0.598
C -0.053 0.530 1.438
C -0.150 2.184 -0.268
C -0.350 0.930 0.216
C 1.591 -1.438 -0.849
C 2.097 -2.709 -0.416
C -1.258 0.180 -2.112
C -2.194 -0.842 0.019
C -1.095 -0.070 -0.589
N -0.081 -2.436 0.133
N 3.272 -3.138 -0.604
N 0.340 -1.404 -0.438
O 1.031 -3.309 0.217
H 0.961 3.496 2.516
H 0.715 1.198 3.299
H 0.364 4.187 0.318
H -0.125 -0.560 1.485
H -0.606 2.593 -1.200
H 2.169 -0.593 -1.166
H -1.461 -0.689 -2.636
H -2.024 1.059 -2.280
H -0.302 0.514 -2.468
H -1.864 -1.141 1.046
H -2.642 -1.659 -0.477
H -3.024 -0.185 0.331
H 3.315 -4.115 -0.328

Results
HOMO energy: -7.254 eV

[2]
DFT (ωB97M-V/def2-TZVPD) results for an isolated molecule of C11H13N5O2.

Geometry (Å):
C -6.014 -0.951 0.387
C -4.536 -1.064 0.127
O -3.913 -2.102 0.020
N -3.906 0.131 0.026
H -4.333 1.047 0.052
N -2.538 0.161 -0.242
C -1.907 1.334 -0.463
O -2.496 2.394 -0.400
C -0.422 1.182 -0.719
H -0.083 2.030 -1.316
H -0.219 0.256 -1.261
C 0.331 1.180 0.622
N 1.731 0.948 0.426
C 2.376 -0.229 0.194
C 1.978 -1.559 0.122
C 2.967 -2.483 -0.130
C 4.307 -2.108 -0.305
C 4.712 -0.797 -0.232
C 3.728 0.158 0.021
N 3.783 1.515 0.156
N 2.618 1.952 0.385
H 5.741 -0.504 -0.362
H 5.036 -2.881 -0.500
H 2.707 -3.529 -0.194
H 0.949 -1.855 0.262
H 0.223 2.153 1.106
H -0.067 0.400 1.279
H -2.152 -0.770 -0.338
H -6.434 -1.947 0.493
H -6.501 -0.443 -0.442
H -6.193 -0.385 1.298

Results
SMILES: CC(=O)NNC(=O)CCn1nnc2ccccc21
HOMO energy: -9.096 eV

[3]
DFT (ωB97M-V/def2-TZVPD) results for an isolated molecule of C11H13NO.

Geometry (Å):
C 0.367 0.011 -1.805
C -1.100 0.441 -1.766
C -1.646 -0.334 -0.606
C -1.022 -1.712 -0.875
C 0.431 -1.215 -0.723
C 0.352 -0.497 0.595
C -1.015 -0.024 0.693
C -1.396 0.733 1.814
C -0.534 0.773 2.978
C 0.832 0.512 2.735
C 1.338 0.053 1.482
H 1.448 1.649 -1.063
H 2.355 0.556 -1.909
H 0.600 -0.408 -2.743
H -1.210 1.486 -1.597
H -1.599 0.218 -2.664
H -2.722 -0.299 -0.489
H -0.956 -2.560 -0.080
H -1.100 -2.115 -1.875
H 1.393 -1.627 -0.940
H -2.451 1.098 1.961
H -0.732 1.400 3.803
H 1.640 0.458 3.451
H 2.726 0.237 0.266
N 1.404 0.990 -1.859
O 2.598 0.177 1.217

Results
SMILES: N[C@@H]1C[C@H]2C[C@@H]1c1c(O)cccc12
HOMO energy: -8.000 eV

no.,gap between HOMO and LUMO (eV),calculated total energy (eV)
1,7.15,-18130.4455
2,9.60,-23162.9190
3,8.62,-15153.3146